No. 1
Entry from the Open Molecules 2025 dataset: a structure of composition C58H47AsF6O3P2PbS3 at a distorted geometry (ωB97M-V/def2-TZVPD).

The geometry in XYZ format:
```
121
Properties=species:S:1:pos:R:3:lowdin_charge:R:1
Pb -24.1610 -2.9795 1.0736 0.76
O -27.3325 0.4063 2.5420 -0.52
S -27.0498 -0.1089 1.1318 0.86
C -28.6674 -0.6511 0.4872 -0.42
C -29.6748 -0.5647 1.4334 -0.09
C -30.9980 -0.7220 1.0682 -0.08
C -31.3232 -1.1016 -0.2167 -0.07
C -30.2735 -1.2985 -1.1230 -0.08
C -28.9447 -1.0365 -0.7851 -0.39
P -27.5469 -1.2563 -1.9471 1.09
C -28.1442 -0.1703 -3.3742 -0.36
C -28.5927 1.0740 -2.9465 -0.11
C -28.8554 2.0444 -3.8905 -0.11
C -28.8647 1.7643 -5.2609 -0.08
C -28.4491 0.4330 -5.6829 -0.07
C -28.0430 -0.4936 -4.6967 -0.11
C -27.6577 -2.9660 -2.5641 -0.38
C -26.5381 -3.5169 -3.1530 -0.12
C -26.4847 -4.8380 -3.6127 -0.05
C -27.6787 -5.5848 -3.5482 -0.10
C -28.8303 -5.0808 -3.0127 -0.11
C -28.8005 -3.8234 -2.5005 -0.08
C -27.0327 1.4758 0.2371 -0.40
C -28.0477 2.3814 0.5044 -0.07
C -28.0145 3.5751 -0.1829 -0.12
C -27.1181 3.9027 -1.1377 -0.11
C -26.0502 3.0577 -1.3987 -0.05
C -26.0180 1.8162 -0.6700 -0.35
P -24.5843 0.6126 -0.8104 1.09
C -23.8309 1.3049 -2.3116 -0.40
C -24.5062 0.8964 -3.4836 -0.10
C -24.0360 1.3107 -4.7324 -0.10
C -22.9466 2.1340 -4.8619 -0.12
C -22.2674 2.5137 -3.7087 -0.09
C -22.7287 2.1111 -2.4450 -0.09
C -23.5120 1.4265 0.4578 -0.37
C -22.3554 0.6882 0.7636 -0.09
C -21.5234 1.2552 1.7126 -0.07
C -21.7964 2.4323 2.3991 -0.09
C -22.9640 3.0992 2.1246 -0.11
C -23.8513 2.5539 1.2236 -0.08
H -29.3580 -0.3499 2.4532 0.11
H -31.7019 -0.4801 1.8765 0.11
H -32.3388 -1.1488 -0.4737 0.08
H -30.4826 -1.4363 -2.1495 0.09
H -28.7426 1.2823 -1.8871 0.09
H -29.2162 2.9972 -3.5249 0.09
H -29.1573 2.5795 -5.9233 0.08
H -28.3558 0.0955 -6.6811 0.07
H -27.7435 -1.5022 -5.0564 0.11
H -25.5967 -2.9783 -3.0878 0.10
H -25.5999 -5.2678 -4.1009 0.09
H -27.6906 -6.5720 -3.9166 0.08
H -29.7104 -5.7437 -2.9748 0.11
H -29.6899 -3.4587 -2.0693 0.07
H -28.8598 2.1263 1.2132 0.13
H -28.7484 4.3282 0.0677 0.10
H -27.1578 4.9066 -1.5058 0.10
H -25.2646 3.2991 -2.1330 0.11
H -25.2176 0.0816 -3.4223 0.07
H -24.3753 0.7413 -5.6138 0.11
H -22.6745 2.4484 -5.8742 0.10
H -21.3885 3.1871 -3.7735 0.10
H -22.2678 2.5337 -1.5405 0.11
H -22.1694 -0.1938 0.2005 0.08
H -20.6907 0.7454 2.0951 0.09
H -21.1032 2.8298 3.1225 0.09
H -23.3268 3.9672 2.6679 0.10
H -24.9265 2.9290 1.1359 0.12
S -20.4536 -3.6677 -0.5210 0.35
C -21.6485 -3.9389 -1.7622 -0.85
C -21.6583 -3.0259 -2.7909 -0.21
C -22.2179 -3.2956 -3.9677 -0.14
C -22.8806 -4.5035 -4.1988 -0.14
C -22.9966 -5.4140 -3.1365 -0.14
C -22.4410 -5.1043 -1.8859 -0.48
As -22.6314 -6.2327 -0.3606 1.29
C -24.0962 -7.3051 -0.9535 -0.43
C -25.3115 -6.7904 -0.5386 -0.14
C -26.4598 -7.5538 -0.5419 -0.10
C -26.5037 -8.6850 -1.3173 -0.12
C -25.3457 -9.0522 -1.9833 -0.11
C -24.1223 -8.4253 -1.7468 -0.12
C -21.2876 -7.6067 -0.9197 -0.37
C -20.5668 -7.5389 -2.0925 -0.10
C -19.6623 -8.5807 -2.4429 -0.10
C -19.5035 -9.6561 -1.5959 -0.14
C -20.2496 -9.7414 -0.4276 -0.11
C -21.0628 -8.6857 -0.0563 -0.12
H -21.0917 -2.1065 -2.6514 0.09
H -22.0580 -2.6786 -4.8677 0.10
H -23.3686 -4.7801 -5.1117 0.07
H -23.6202 -6.3144 -3.3479 0.10
H -25.3899 -5.8633 0.0741 0.04
H -27.3624 -7.1540 -0.1405 0.10
H -27.3728 -9.3339 -1.3275 0.09
H -25.3405 -9.8954 -2.7213 0.10
H -23.2488 -8.7857 -2.2547 0.10
H -20.7322 -6.7556 -2.8704 0.11
H -19.1043 -8.4990 -3.4396 0.11
H -18.8068 -10.4515 -1.7916 0.08
H -19.9341 -10.4477 0.3138 0.09
H -21.4586 -8.7100 0.9155 0.08
O -24.6327 -1.1222 3.2986 -0.17
H -24.5668 -2.0553 3.6523 -0.01
H -25.5745 -0.9182 3.2817 -0.02
S -26.5331 -3.2273 0.8607 -0.24
C -24.8211 -5.7959 3.3328 -0.01
C -24.0475 -4.7782 4.2554 -0.42
O -23.9564 -3.6381 3.4686 -0.41
C -22.6545 -5.3250 4.6516 -0.52
F -21.7678 -4.3004 4.9020 0.12
F -22.7565 -6.1229 5.7487 0.11
F -22.0882 -6.0830 3.7147 0.14
C -24.8983 -4.4179 5.5553 -0.50
F -25.3117 -5.5344 6.1802 0.12
F -25.9657 -3.6438 5.2547 0.14
F -24.1247 -3.7396 6.4811 0.10
H -24.1705 -5.8889 2.5015 0.02
H -25.7218 -5.3520 2.8966 0.05
H -24.9697 -6.7559 3.8232 0.08
```

Results
HOMO (eV): -1.657
Net charge: -2
HOMO-LUMO gap (eV): 5.33
Lowest unoccupied orbital energy (eV): 3.67

No. 2
Entry from the Open Molecules 2025 dataset: a structure of composition C33H31BiN9O3S3Sb at a distorted geometry (ωB97M-V/def2-TZVPD).

The geometry in XYZ format:
```
81
Properties=species:S:1:pos:R:3:lowdin_charge:R:1
Bi 0.2819 1.7850 -0.1740 1.22
C 0.1270 -3.0689 3.4100 -0.06
C 0.6915 -2.4674 2.1489 -0.31
C 1.9069 -1.7982 2.1355 -0.09
C 2.3720 -1.1969 0.9827 -0.05
C 1.6688 -1.2167 -0.2421 -0.33
N 2.0944 -0.5118 -1.3257 0.02
C 3.3170 -0.6447 -1.8474 -0.25
C 4.2224 -1.6886 -1.4877 -0.03
C 5.4936 -1.7979 -2.0133 -0.08
C 5.9665 -0.8995 -2.9649 -0.32
C 7.3414 -1.0341 -3.5761 -0.08
C 5.0886 0.0933 -3.3753 -0.02
C 3.8082 0.2391 -2.8599 -0.12
N 3.0179 1.3063 -3.3966 -0.10
C 3.4995 2.5134 -3.7934 -0.13
C 2.4698 3.1912 -4.3942 -0.14
C 1.3807 2.3030 -4.3069 -0.23
N 1.7147 1.1725 -3.7078 0.08
C 0.4248 -1.9340 -0.2237 -0.11
C -0.0149 -2.5287 0.9607 -0.02
N -0.4000 -2.1419 -1.3848 -0.07
C -1.6844 -2.6147 -1.3809 -0.12
C -2.1189 -2.6328 -2.6765 -0.09
C -1.0199 -2.1499 -3.4165 -0.16
N 0.0033 -1.8638 -2.6371 0.11
H 0.9079 -3.2352 4.1536 0.07
H -0.6151 -2.3934 3.8510 0.07
H -0.3676 -4.0217 3.2114 0.07
H 2.5109 -1.7629 3.0408 0.11
H 3.3150 -0.6650 0.9971 0.12
H 3.8776 -2.4208 -0.7707 0.10
H 6.1393 -2.6075 -1.6820 0.10
H 7.9200 -1.7951 -3.0500 0.06
H 7.2860 -1.3326 -4.6284 0.07
H 7.8992 -0.0942 -3.5341 0.07
H 5.4071 0.7697 -4.1631 0.11
H 4.5141 2.8084 -3.5856 0.11
H 2.4873 4.1899 -4.7983 0.08
H 0.3658 2.4534 -4.6445 0.09
H -0.9391 -3.0922 0.9563 0.10
H -2.1978 -2.9094 -0.4844 0.10
H -3.0855 -2.9464 -3.0366 0.08
H -0.9305 -1.9970 -4.4812 0.09
S -1.6036 5.5153 -2.1571 -0.12
Sb -0.2562 5.1767 -0.2761 0.37
S 1.3864 3.6751 -1.3081 -0.08
S -1.4658 3.2979 0.7428 -0.12
N -7.7405 -2.2163 5.0347 0.14
C -7.1071 -1.7573 4.1916 -0.19
C -6.3163 -1.1833 3.1375 -0.24
C -4.9550 -0.9461 3.3311 -0.01
C -4.1931 -0.3933 2.3202 0.02
C -4.7869 -0.0852 1.0987 -0.17
C -6.1448 -0.3134 0.9025 0.00
C -6.9072 -0.8556 1.9193 -0.03
N -3.9991 0.4424 0.0568 0.00
C -4.3994 1.3092 -0.9458 -0.05
C -3.2962 1.5335 -1.7009 -0.15
N -2.2303 0.8110 -1.2102 -0.02
C -2.6782 0.1791 -0.1603 -0.22
H -4.5003 -1.1878 4.2829 0.12
H -3.1391 -0.1787 2.4715 0.09
H -6.6011 -0.0784 -0.0500 0.11
H -7.9625 -1.0403 1.7706 0.12
H -5.3947 1.7153 -0.9931 0.11
H -3.1863 2.1780 -2.5577 0.10
H -2.0941 -0.4680 0.4797 0.11
C -1.2761 2.1807 4.0890 -0.02
C -0.5725 0.9852 3.4981 -0.59
N 0.5892 0.6344 4.0974 0.18
O -1.0266 0.3243 2.5688 -0.03
H -1.3885 2.0572 5.1676 0.08
H -2.2477 2.3031 3.6199 0.06
H -0.6936 3.0833 3.8882 0.07
H 1.0718 1.3113 4.6626 0.10
H 1.1656 -0.0077 3.5692 0.08
O 1.4147 4.2738 1.9346 -0.18
C 1.9401 3.1873 2.1615 -0.58
O 1.7322 2.0456 1.6049 -0.33
H 2.7153 3.1305 2.9538 0.13
```

Results
HOMO (spin up / spin down) (eV): -3.420 / -3.419
Net charge: -1
HOMO-LUMO gap (spin up / spin down) (eV): 5.16 / 3.33
Lowest unoccupied orbital energy (spin up / spin down) (eV): 1.74 / -0.09
Multiplicity: 2

No. 3
Entry from the Open Molecules 2025 dataset: a cluster of 7 separate species, C12H36ClO10 in total at a distorted geometry (ωB97M-V/def2-TZVPD).

The geometry in XYZ format:
```
59
Properties=species:S:1:pos:R:3:lowdin_charge:R:1
Cl 1.4153 -0.2511 0.3574 0.71
O 0.3642 0.7248 0.5190 -0.12
O 0.8592 -1.4021 -0.2783 -0.27
O 2.3811 0.4120 -0.4734 -0.11
O 2.0351 -0.6532 1.6314 -0.17
C 1.7644 2.5107 3.3923 -0.10
C 2.5070 1.7088 4.4095 -0.30
O 1.5979 0.8720 5.1469 -0.08
H 2.4486 2.9906 2.6926 0.08
H 1.1602 3.2560 3.9096 0.08
H 1.0715 1.9901 2.7313 0.04
H 3.1345 2.2810 5.0928 0.11
H 3.1375 1.0149 3.8536 0.10
H 1.0777 1.4440 5.7160 0.08
C -0.1437 0.6820 -3.4317 -0.08
C 0.6929 -0.5381 -3.7551 -0.33
O 0.0594 -1.6639 -3.2326 -0.07
H 0.3424 1.5080 -3.9510 0.06
H -0.1191 0.8499 -2.3550 0.06
H -1.1638 0.5639 -3.7970 0.08
H 1.6565 -0.4563 -3.2522 0.10
H 0.7735 -0.6350 -4.8378 0.12
H 0.2796 -1.6854 -2.2984 0.04
C 2.9394 2.7334 -3.5828 -0.09
C 3.4176 2.3034 -4.9693 -0.32
O 3.5398 3.3056 -5.9729 -0.07
H 2.8883 1.8526 -2.9429 0.05
H 1.9845 3.2566 -3.5330 0.07
H 3.6919 3.3583 -3.1018 0.07
H 2.7552 1.5239 -5.3458 0.10
H 4.3791 1.8253 -4.7817 0.11
H 3.7579 2.7657 -6.7361 0.08
C -2.3521 -0.4253 2.6209 -0.10
C -1.1851 -0.0720 3.4713 -0.35
O -1.2332 -0.9510 4.5681 -0.05
H -2.4911 -1.4614 2.3123 0.08
H -2.2488 0.1992 1.7335 0.06
H -3.2750 -0.0980 3.0997 0.09
H -1.2097 0.9897 3.7172 0.11
H -0.2204 -0.1653 2.9726 0.08
H -2.1657 -0.9531 4.7963 0.08
C -2.7108 0.0021 -1.0132 -0.09
C -4.0969 -0.1854 -0.3678 -0.30
O -4.8449 1.0033 -0.5833 -0.07
H -2.1626 0.7983 -0.5095 0.06
H -2.7381 0.2595 -2.0721 0.06
H -2.0673 -0.8759 -0.9593 0.06
H -4.0291 -0.4876 0.6773 0.09
H -4.5704 -0.9676 -0.9613 0.11
H -5.2307 0.9430 -1.4603 0.08
C -1.7379 -4.2457 1.0305 -0.08
C -0.2521 -4.1817 1.3464 -0.33
O -0.0737 -3.0684 2.1361 -0.07
H -2.1571 -3.3641 0.5457 0.06
H -2.3060 -4.6215 1.8815 0.08
H -1.9392 -5.0431 0.3152 0.07
H 0.3892 -4.0826 0.4707 0.11
H 0.1410 -5.0353 1.8985 0.12
H 0.0820 -2.3583 1.5091 0.03
```

Results
HOMO (spin up / spin down) (eV): -9.948 / -9.939
HOMO-LUMO gap (spin up / spin down) (eV): 10.32 / 3.58
Lowest unoccupied orbital energy (spin up / spin down) (eV): 0.37 / -6.36
Multiplicity: 2

Taking the records one at a time from the top gives DFT total energy values of -200526.347, -99163.927, -46011.449 eV.